[1]
The following is a quantum chemistry calculation of the molecule C2H4N2O3 in a non-equilibrium geometry, from the OMol25 dataset.

Properties
* gap between HOMO and LUMO: 0.364 Eh
* largest force on an atom: 3.70 eV/A
* energy relative to the best compared isomer or geometry (same formula, charge and spin): 54.6 kcal per mole
* energy: -413.8046 hartree
* HOMO energy: -9.388 eV

Positions of all 11 atoms, in Å:
N: -1.77 -0.59 -0.04
N: -1.14 0.66 0.15
C: 0.14 0.90 -0.20
O: 0.61 1.96 -0.48
C: 1.11 -0.34 -0.23
O: 0.81 -1.46 -0.54
O: 2.23 0.16 0.37
H: -1.93 -0.91 1.02
H: -1.07 -1.17 -0.66
H: -1.79 1.47 0.11
H: 2.79 -0.67 0.51



[2]
The following is a quantum chemistry calculation of the molecule C6H13NO in a non-equilibrium geometry, from the OMol25 dataset.

Properties
* gap between HOMO and LUMO: 0.349 Eh
* largest force on an atom: 5.22 eV/A
* energy relative to the best compared isomer or geometry (same formula, charge and spin): 61.1 kcal per mole
* energy: -366.3365 hartree
* HOMO energy: -8.660 eV

Positions of all 21 atoms, in Å:
C: 1.27 1.62 0.02
C: 0.86 0.35 0.10
C: 2.11 -0.82 -0.11
C: -0.44 -0.33 0.17
C: -0.91 -0.90 -1.17
N: -0.54 -1.31 1.21
C: -1.57 0.97 0.64
O: -1.73 2.09 -0.21
H: 0.59 2.46 0.14
H: 2.32 1.86 -0.08
H: 1.78 -1.81 -0.43
H: 2.81 -0.45 -0.87
H: 2.62 -0.90 0.85
H: -0.34 -1.79 -1.44
H: -0.77 -0.17 -1.97
H: -1.96 -1.18 -1.12
H: -0.05 -1.02 2.06
H: -0.20 -2.22 0.92
H: -1.29 1.32 1.64
H: -2.54 0.46 0.72
H: -2.01 1.77 -1.08